ORCA calculation (wB97M-V/def2-TZVPD) on a molecular structure, C29H46BrNOP2Pb at a distorted geometry.

Each line ends with the Löwdin charge.
Atoms and positions in Å:
1 C -0.55425 6.84099 -3.60478  0.069
2 C -0.65395 5.47914 -3.95939  -0.171
3 C -1.04814 5.09012 -5.25271  0.056
4 C -1.24272 6.10612 -6.18950  0.012
5 N -1.09347 7.38555 -5.84741  0.317
6 C -0.76912 7.77863 -4.61443  0.017
7 C -0.41896 4.46695 -2.97876  0.100
8 C -0.23194 3.70692 -2.04423  0.094
9 C -0.40721 2.76694 -0.98293  -0.199
10 C 0.50200 2.62098 0.05854  0.065
11 C 0.32166 1.58989 0.99281  -0.087
12 C -0.93055 0.98778 1.09029  -0.344
13 C -1.97705 1.35829 0.23587  -0.169
14 C -1.62800 2.08050 -0.92986  -0.004
15 Pb -0.89249 -0.95108 -0.37428  1.322
16 P 1.85082 -1.47657 1.04902  1.097
17 H -1.23604 4.05184 -5.51823  0.147
18 H -0.35387 7.17041 -2.58830  0.153
19 H -1.52473 5.85789 -7.21804  0.171
20 H -0.67597 8.85064 -4.40358  0.173
21 H -2.34886 2.22664 -1.75375  0.161
22 H 1.31949 3.34437 0.09932  0.164
23 H -2.99123 0.98055 0.41337  0.144
24 H 1.14891 1.30956 1.61817  0.079
25 C 2.43170 -2.99736 1.94526  -0.348
26 C 3.41249 -3.93929 1.22299  -0.090
27 H 1.49200 -3.51944 2.19622  0.085
28 H 2.85146 -2.71950 2.92761  0.106
29 H 3.58658 -4.84857 1.82330  0.115
30 H 3.02123 -4.26168 0.24699  0.069
31 H 4.39496 -3.46060 1.07124  0.086
32 C 2.23184 -1.74729 -0.77570  -0.391
33 C 3.14873 -0.76591 -1.46385  -0.101
34 H 1.28362 -1.66091 -1.33360  -0.027
35 H 2.52094 -2.78660 -0.96126  0.091
36 H 3.01090 -0.85702 -2.54046  0.103
37 H 2.90148 0.26833 -1.21460  0.075
38 H 4.20721 -0.93795 -1.28615  0.092
39 C 3.13148 -0.26674 1.63312  -0.367
40 C 4.58160 -0.74101 1.74167  -0.079
41 H 2.80797 0.11727 2.61165  0.068
42 H 3.08522 0.61657 0.98597  0.073
43 H 5.24792 0.09598 2.00098  0.118
44 H 4.69998 -1.49231 2.52784  0.088
45 H 4.94558 -1.14660 0.79473  0.073
46 Br -1.51795 -1.13534 2.40184  0.617
47 P -2.48279 -3.41411 -1.34781  1.045
48 C -0.63465 -3.72898 -1.45505  -0.496
49 C -0.34846 -5.18017 -1.84069  -0.122
50 H -0.16595 -3.58272 -0.46614  0.031
51 H -0.16979 -3.02471 -2.17025  0.063
52 H 0.71346 -5.27564 -2.09836  0.088
53 H -0.54707 -5.80170 -0.95705  0.094
54 H -0.97699 -5.50500 -2.67947  0.090
55 C -3.17313 -3.23519 0.34264  -0.507
56 C -4.52689 -3.95741 0.48600  -0.121
57 H -3.28400 -2.17479 0.62450  -0.011
58 H -2.43707 -3.64072 1.04813  0.061
59 H -4.73923 -4.12665 1.54361  0.089
60 H -5.36860 -3.39108 0.07258  0.088
61 H -4.51738 -4.93894 -0.00411  0.085
62 C -2.75549 -1.76001 -2.16409  -0.529
63 C -2.99810 -1.98512 -3.66633  -0.121
64 H -1.88905 -1.03951 -2.12842  -0.058
65 H -3.61216 -1.26374 -1.67940  0.099
66 H -3.40518 -1.06739 -4.11756  0.091
67 H -2.06661 -2.24627 -4.19526  0.091
68 H -3.72591 -2.79654 -3.77403  0.089
69 C -0.66840 2.15423 5.83104  -0.119
70 C 0.67928 1.41909 5.99466  -0.123
71 C 1.28653 1.31116 4.58214  -0.215
72 O 0.39162 1.91373 3.66611  -0.205
73 C -0.89061 1.95429 4.35369  -0.205
74 H -1.45921 1.69225 6.40499  0.125
75 H -0.56073 3.21037 6.08359  0.129
76 H 0.50879 0.41188 6.38127  0.119
77 H 1.37478 1.95974 6.63635  0.124
78 H 2.27303 1.81135 4.52819  0.134
79 H 1.41638 0.25049 4.29230  0.098
80 H -1.30821 0.96009 4.16227  0.044
81 H -1.57351 2.65064 3.85699  0.131

Calculated values
- Frontier orbital gap (spin up / spin down): 4.9 / 3.8 eV
- DFT total energy: -128174.790 eV
- Net charge: +4
- Multiplicity: 1

***

ORCA calculation (wB97M-V/def2-TZVPD) on 4 unconnected molecules or ions with the total composition C29H46Cl2N3O8S3 at a distorted geometry.

Each line ends with the Löwdin charge.
Atoms and positions in Å:
1 C -0.45927 1.33264 -1.22734  -0.140
2 C -1.47718 1.38113 0.06628  -0.264
3 C -1.41844 0.05616 1.03131  -0.562
4 Cl 0.38286 -0.26135 1.49665  0.573
5 C -2.12940 -1.29405 0.34603  -0.064
6 C -1.17071 -2.53434 -0.23598  0.087
7 C -1.86218 -3.88363 -0.87465  0.036
8 C -1.06307 -5.19832 -1.45050  -0.229
9 O -0.81286 -6.20492 -0.58398  0.039
10 O -0.59792 -5.27337 -2.85556  -0.081
11 C 0.52590 -4.34593 -3.08066  -0.221
12 C 1.87516 -4.67107 -2.20555  -0.377
13 S 2.64098 -3.04263 -1.56536  0.859
14 C 2.70964 -1.78729 -2.95603  -0.435
15 N 2.29942 -1.84924 -4.41177  -0.032
16 N 2.54937 -0.61362 -5.01332  -0.026
17 C 3.10965 0.33369 -3.96165  -0.037
18 O 3.22600 -0.40603 -2.68849  -0.130
19 C -3.53021 -3.95635 -0.91444  0.109
20 C -4.37384 -2.65082 -0.31360  -0.086
21 C -6.00925 -2.74203 -0.38605  -0.173
22 C -6.65973 -2.43160 -1.85848  -0.192
23 C -5.59150 -1.94919 -3.00464  -0.238
24 C -6.45017 -1.16450 -4.20638  -0.236
25 S -5.12328 -0.20170 -5.18537  0.516
26 O -5.67208 0.44325 -6.48181  -0.393
27 O -3.96057 -1.23226 -5.44597  -0.429
28 Cl -4.25176 1.29156 -3.94293  0.299
29 N -3.66487 -1.41148 0.27042  -0.361
30 S -4.59148 -0.02980 0.90704  0.827
31 H 0.67038 1.53281 -0.91658  0.080
32 H -0.60183 0.36879 -1.88043  0.079
33 H -0.75445 2.25288 -1.92048  0.094
34 H -1.11568 2.30578 0.72894  0.110
35 H -2.55104 1.64376 -0.32945  0.094
36 H -1.95987 0.26863 2.07372  0.115
37 H 0.01097 -2.49939 -0.21788  0.074
38 H 0.78450 -4.39137 -4.22761  0.151
39 H 0.18158 -3.22830 -2.84324  0.115
40 H 2.66135 -5.18517 -2.93118  0.113
41 H 1.71467 -5.42762 -1.31744  0.100
42 H 3.40487 1.46294 -4.19727  0.152
43 H -4.11129 -4.90003 -1.33277  0.141
44 H -6.57750 -2.06513 0.39104  0.103
45 H -6.29074 -3.86561 -0.09941  0.138
46 H -7.12996 -3.45766 -2.24288  0.134
47 H -7.58829 -1.69794 -1.74288  0.130
48 H -4.78791 -1.17770 -2.64639  0.082
49 H -5.14532 -2.90749 -3.52363  0.130
50 H -7.13488 -0.34237 -3.67728  0.127
51 H -7.07103 -1.89580 -4.87673  0.140
52 H -4.71456 -0.16515 2.32576  -0.049
53 C 1.33160 4.62301 3.22587  -0.174
54 C 0.18367 4.89376 4.16378  -0.165
55 C -1.01289 4.52085 3.31595  -0.196
56 O -0.58251 3.48596 2.42102  -0.187
57 C 0.84804 3.39954 2.47850  -0.212
58 H 2.28587 4.46261 3.73394  0.122
59 H 1.44932 5.46313 2.53111  0.104
60 H 0.24889 4.22707 5.03174  0.119
61 H 0.14534 5.92416 4.52615  0.123
62 H -1.34996 5.36820 2.70954  0.121
63 H -1.85559 4.16302 3.91451  0.117
64 H 1.10569 2.47974 3.01480  0.105
65 H 1.25481 3.33838 1.46535  0.116
66 C 4.22218 8.60547 1.37820  -0.179
67 C 5.21177 7.52834 1.74048  -0.180
68 C 4.62027 6.97096 3.01684  -0.201
69 O 3.19811 7.13008 2.92059  -0.167
70 C 2.90969 7.98681 1.80702  -0.208
71 H 4.23868 8.87974 0.32038  0.118
72 H 4.42153 9.50685 1.96990  0.120
73 H 5.21916 6.75504 0.96329  0.117
74 H 6.23356 7.89463 1.86815  0.118
75 H 4.96108 7.53424 3.89201  0.120
76 H 4.86335 5.91486 3.16526  0.116
77 H 2.48444 7.36693 1.01018  0.114
78 H 2.16847 8.73546 2.09996  0.120
79 C 4.89686 -5.07537 2.39810  -0.175
80 C 3.66603 -5.55768 3.12139  -0.176
81 C 2.57499 -5.27904 2.11063  -0.204
82 O 3.17030 -5.40094 0.81145  -0.186
83 C 4.59487 -5.46190 0.96679  -0.201
84 H 5.82594 -5.51379 2.77106  0.121
85 H 4.97353 -3.98481 2.48255  0.119
86 H 3.74111 -6.63645 3.30224  0.121
87 H 3.49634 -5.06120 4.08016  0.119
88 H 2.19364 -4.25714 2.20891  0.113
89 H 1.73536 -5.97468 2.19761  0.120
90 H 4.90970 -6.49035 0.75895  0.123
91 H 5.07361 -4.79723 0.24242  0.114

Calculated values
- Frontier orbital gap: 5.6 eV
- DFT total energy: -109192.684 eV
- Net charge: +1
- Multiplicity: 1

***

Number 1 is which compound?
C29H46BrNOP2Pb